Computed, not measured: a structure of composition CH4OS2, with the ωB97M-V functional and the def2-TZVPD basis.

The HOMO energy is -8.810 eV. The LUMO energy comes out at 0.00329 Eh. The orbital gap comes out at 8.899 eV.

Cartesian coordinates (Å):
H -0.5935 1.3397 -0.8381
H 0.4743 1.8478 1.9914
H 0.1203 -1.6759 0.2520
S -0.5109 0.3528 -1.6897
H 1.4577 -0.8625 -0.7851
S -0.2013 0.6635 1.9318
C 0.6972 -0.7525 -0.0719
O 0.9736 0.1485 0.8986